(1)
C24H48N3O14 | ωB97M-V/def2-TZVPD

Properties
HOMO energy	-12.3	eV
LUMO energy	-3.07	eV
calculated total energy	-2160.55204	hartree
frontier orbital gap	9.212	eV

The geometry in ORCA input format:
```
! wB97M-V def2-TZVPD RIJCOSX def2/J DEFGRID3
* xyz 1 1
C -1.62 -5.18 -1.98
C -1.52 -3.93 -2.98
O -2.37 -3.03 -3.04
O -0.35 -3.81 -3.80
C 0.67 -3.31 -2.87
C 1.89 -2.65 -3.64
C 1.40 -1.57 -4.72
C 1.30 -0.15 -3.99
C -0.18 0.29 -3.59
N -0.57 -0.05 -2.19
C -0.04 0.50 -1.09
N -0.57 0.06 0.18
C 0.64 -0.35 0.97
O 1.35 -1.40 0.30
C 1.47 0.98 1.22
C 1.76 1.85 -0.07
C 3.33 1.67 -0.40
O 3.70 0.27 -0.31
O 4.72 -0.04 -1.18
N 1.03 1.45 -1.30
H -2.63 -5.68 -2.17
H -1.63 -4.73 -0.93
H -0.74 -5.88 -2.11
H 0.13 -2.59 -2.17
H 1.11 -4.15 -2.23
H 2.49 -3.44 -4.19
H 2.56 -2.15 -2.87
H 2.24 -1.48 -5.49
H 0.47 -1.86 -5.30
H 1.67 0.63 -4.75
H 2.04 -0.06 -3.12
H -0.41 1.39 -3.75
H -0.90 -0.29 -4.27
H -1.31 -0.75 -2.06
H -1.21 -0.74 0.07
H 0.24 -0.69 1.99
H 2.17 -1.55 0.79
H 0.85 1.63 1.93
H 2.40 0.69 1.82
H 1.65 2.95 0.22
H 3.93 2.21 0.43
H 3.60 2.08 -1.44
H 4.28 -0.20 -2.05
H 0.69 2.30 -1.79
C 2.66 4.26 6.87
C 3.51 4.97 5.84
O 4.65 4.19 5.46
C 4.40 3.15 4.66
O 3.32 2.82 4.23
O 5.56 2.51 4.43
C 5.42 1.31 3.68
H 3.26 3.97 7.73
H 1.83 4.89 7.20
H 2.23 3.33 6.46
H 3.90 5.90 6.26
H 2.93 5.25 4.95
H 4.90 1.49 2.73
H 4.88 0.56 4.26
H 6.42 0.93 3.46
C -2.68 -2.86 -6.33
C -3.86 -3.59 -5.72
O -5.00 -3.56 -6.59
C -4.94 -4.36 -7.66
O -4.03 -5.10 -7.94
O -6.06 -4.18 -8.37
C -6.07 -4.90 -9.61
H -2.96 -1.84 -6.59
H -1.84 -2.83 -5.63
H -2.34 -3.35 -7.25
H -4.16 -3.10 -4.80
H -3.61 -4.63 -5.46
H -5.90 -5.97 -9.45
H -5.33 -4.49 -10.29
H -7.06 -4.78 -10.05
C -3.59 4.35 9.08
C -2.73 5.06 8.05
O -1.59 4.27 7.68
C -1.84 3.23 6.87
O -2.92 2.90 6.44
O -0.68 2.58 6.65
C -0.83 1.38 5.90
H -2.98 4.07 9.95
H -4.41 4.99 9.41
H -4.01 3.43 8.68
H -2.34 5.99 8.47
H -3.31 5.33 7.16
H -1.34 1.57 4.96
H -1.37 0.64 6.49
H 0.17 1.00 5.68
*
```

Charges obtained by Löwdin population analysis, quoted in units of e: atom 1 (C): 0.023, atom 2 (C): -0.428, atom 3 (O): 0.059, atom 4 (O): -0.084, atom 5 (C): -0.178, atom 6 (C): -0.140, atom 7 (C): -0.171, atom 8 (C): -0.168, atom 9 (C): -0.125, atom 10 (N): 0.102, atom 11 (C): -0.203, atom 12 (N): 0.139, atom 13 (C): -0.341, atom 14 (O): -0.017, atom 15 (C): -0.065, atom 16 (C): -0.226, atom 17 (C): -0.117, atom 18 (O): -0.215, atom 19 (O): -0.023, atom 20 (N): 0.119, atom 21 (H): 0.104, atom 22 (H): 0.102, atom 23 (H): 0.095, atom 24 (H): 0.106, atom 25 (H): 0.139, atom 26 (H): 0.125, atom 27 (H): 0.107, atom 28 (H): 0.122, atom 29 (H): 0.109, atom 30 (H): 0.124, atom 31 (H): 0.093, atom 32 (H): 0.130, atom 33 (H): 0.141, atom 34 (H): 0.152, atom 35 (H): 0.143, atom 36 (H): 0.168, atom 37 (H): 0.115, atom 38 (H): 0.141, atom 39 (H): 0.136, atom 40 (H): 0.165, atom 41 (H): 0.137, atom 42 (H): 0.144, atom 43 (H): 0.104, atom 44 (H): 0.167, atom 45 (C): -0.059, atom 46 (C): -0.205, atom 47 (O): 0.043, atom 48 (C): -0.592, atom 49 (O): 0.097, atom 50 (O): 0.012, atom 51 (C): -0.043, atom 52 (H): 0.087, atom 53 (H): 0.084, atom 54 (H): 0.062, atom 55 (H): 0.125, atom 56 (H): 0.123, atom 57 (H): 0.073, atom 58 (H): 0.101, atom 59 (H): 0.100, atom 60 (C): -0.060, atom 61 (C): -0.218, atom 62 (O): 0.038, atom 63 (C): -0.594, atom 64 (O): 0.122, atom 65 (O): 0.005, atom 66 (C): -0.042, atom 67 (H): 0.086, atom 68 (H): 0.041, atom 69 (H): 0.080, atom 70 (H): 0.109, atom 71 (H): 0.126, atom 72 (H): 0.098, atom 73 (H): 0.100, atom 74 (H): 0.095, atom 75 (C): -0.065, atom 76 (C): -0.210, atom 77 (O): 0.030, atom 78 (C): -0.594, atom 79 (O): 0.123, atom 80 (O): -0.007, atom 81 (C): -0.050, atom 82 (H): 0.084, atom 83 (H): 0.083, atom 84 (H): 0.074, atom 85 (H): 0.123, atom 86 (H): 0.125, atom 87 (H): 0.091, atom 88 (H): 0.101, atom 89 (H): 0.089

***

(2)
C8H11O7P | ωB97M-V/def2-TZVPD

Properties
HOMO energy	-10.5	eV
LUMO energy	-0.82	eV
structure (SMILES)	CCOCC1=C(CP(=O)(O)O)C(=O)OC1=O
calculated total energy	-1179.58735	hartree
frontier orbital gap	9.710	eV

The geometry in ORCA input format:
```
! wB97M-V def2-TZVPD RIJCOSX def2/J DEFGRID3
* xyz 0 1
C -0.47 1.74 -2.46
C -1.09 2.26 -1.17
O -0.92 1.36 -0.08
C 0.34 1.49 0.55
C 0.48 0.40 1.56
C 0.04 -0.86 1.57
C -0.69 -1.67 0.56
P 0.41 -2.35 -0.70
O 1.19 -3.51 -0.28
O -0.51 -2.61 -2.00
O 1.28 -1.07 -1.14
C 0.39 -1.44 2.90
O 0.10 -2.51 3.34
O 1.13 -0.52 3.61
C 1.18 0.64 2.86
O 1.66 1.64 3.28
H -0.65 0.67 -2.55
H -0.91 2.24 -3.33
H 0.61 1.89 -2.49
H -0.67 3.24 -0.90
H -2.17 2.39 -1.29
H 1.15 1.40 -0.19
H 0.43 2.46 1.05
H -1.49 -1.08 0.11
H -1.10 -2.55 1.06
H -1.44 -2.43 -1.86
H 1.72 -1.21 -1.99
*
```

Charges obtained by natural (NBO) population analysis, quoted in units of e: atom 1 (C): -0.643, atom 2 (C): -0.062, atom 3 (O): -0.544, atom 4 (C): -0.107, atom 5 (C): -0.071, atom 6 (C): -0.046, atom 7 (C): -0.872, atom 8 (P): 2.350, atom 9 (O): -1.058, atom 10 (O): -0.990, atom 11 (O): -0.998, atom 12 (C): 0.768, atom 13 (O): -0.496, atom 14 (O): -0.490, atom 15 (C): 0.764, atom 16 (O): -0.503, atom 17 (H): 0.214, atom 18 (H): 0.221, atom 19 (H): 0.206, atom 20 (H): 0.170, atom 21 (H): 0.191, atom 22 (H): 0.206, atom 23 (H): 0.204, atom 24 (H): 0.274, atom 25 (H): 0.286, atom 26 (H): 0.510, atom 27 (H): 0.515

***

(3)
C4H12N2 | ωB97M-V/def2-TZVPD

Properties
HOMO energy (alpha / beta)	-15.6 / -15.2	eV
LUMO energy (alpha / beta)	-2.96 / -8.66	eV
<S²>	0.757
relative energy (zero: lowest compared OMol25 entry of this formula, charge and spin)	79.8	kcal/mol
calculated total energy	-268.67373	hartree
frontier orbital gap (alpha / beta)	12.626 / 6.571	eV

The geometry in ORCA input format:
```
! wB97M-V def2-TZVPD RIJCOSX def2/J DEFGRID3
* xyz 1 2
C 1.87 1.31 0.11
C 1.61 -0.04 0.80
C 0.24 -0.61 0.63
N -0.29 -0.51 -1.00
C -1.67 -0.78 -0.79
N -2.28 0.42 -0.25
H 2.85 1.68 0.38
H 1.12 2.06 0.30
H 1.84 1.16 -0.98
H 2.31 -0.74 0.35
H 1.88 0.04 1.86
H -0.65 -0.05 0.94
H 0.15 -1.56 1.16
H 0.30 -1.26 -0.61
H -2.10 -1.03 -1.78
H -1.81 -1.63 -0.14
H -3.28 0.36 -0.09
H -2.10 1.18 -0.91
*
```

Charges obtained by natural (NBO) population analysis, quoted in units of e: atom 1 (C): -0.608, atom 2 (C): -0.455, atom 3 (C): -0.231, atom 4 (N): -0.362, atom 5 (C): -0.149, atom 6 (N): -0.626, atom 7 (H): 0.240, atom 8 (H): 0.215, atom 9 (H): 0.223, atom 10 (H): 0.240, atom 11 (H): 0.274, atom 12 (H): 0.283, atom 13 (H): 0.256, atom 14 (H): 0.401, atom 15 (H): 0.291, atom 16 (H): 0.201, atom 17 (H): 0.409, atom 18 (H): 0.399

***

(4)
C4H6N2O | ωB97M-V/def2-TZVPD

Properties
HOMO energy (alpha / beta)	-8.7 / -8.7	eV
LUMO energy (alpha / beta)	-0.16 / -0.16	eV
relative energy (zero: lowest compared OMol25 entry of this formula, charge and spin)	85.7	kcal/mol
calculated total energy	-340.65827	hartree
frontier orbital gap (alpha / beta)	8.503 / 8.501	eV

The geometry in ORCA input format:
```
! wB97M-V def2-TZVPD RIJCOSX def2/J DEFGRID3
* xyz 0 1
C -1.25 -1.49 0.47
C -0.36 -0.32 0.18
C -0.64 1.02 0.56
N 0.17 2.01 0.27
C 1.71 0.49 -0.22
O 2.52 0.78 -1.22
N 0.86 -0.49 -0.30
H -0.72 -2.25 1.06
H -1.58 -1.97 -0.46
H -2.14 -1.18 1.02
H -1.41 1.19 1.32
H 0.54 1.97 -0.67
H 2.30 0.25 -2.01
*
```

Charges obtained by natural (NBO) population analysis, quoted in units of e: atom 1 (C): -0.645, atom 2 (C): 0.157, atom 3 (C): -0.004, atom 4 (N): -0.565, atom 5 (C): 0.492, atom 6 (O): -0.659, atom 7 (N): -0.487, atom 8 (H): 0.231, atom 9 (H): 0.232, atom 10 (H): 0.221, atom 11 (H): 0.198, atom 12 (H): 0.354, atom 13 (H): 0.476

***

(5)
C4H12 | ωB97M-V/def2-TZVPD

Properties
HOMO energy	-11.4	eV
LUMO energy	1.11	eV
structure (SMILES)	CC.CC
relative energy (zero: lowest compared OMol25 entry of this formula, charge and spin)	11.1	kcal/mol
calculated total energy	-159.56732	hartree
frontier orbital gap	12.486	eV

The geometry in ORCA input format:
```
! wB97M-V def2-TZVPD RIJCOSX def2/J DEFGRID3
* xyz 0 1
C -2.01 -1.07 1.06
C -1.54 -2.31 0.28
H -3.00 -1.13 1.50
H -1.48 -0.86 2.00
H -1.91 -0.13 0.52
H -0.86 -1.96 -0.49
H -2.44 -2.60 -0.26
H -1.12 -3.11 0.87
C 1.10 1.55 -0.38
C 2.47 1.74 -1.03
H 0.32 1.45 -1.15
H 1.06 0.60 0.14
H 0.77 2.34 0.29
H 2.77 0.90 -1.64
H 3.23 1.86 -0.25
H 2.67 2.73 -1.45
*
```

Charges obtained by natural (NBO) population analysis, quoted in units of e: atom 1 (C): -0.617, atom 2 (C): -0.616, atom 3 (H): 0.203, atom 4 (H): 0.201, atom 5 (H): 0.207, atom 6 (H): 0.206, atom 7 (H): 0.206, atom 8 (H): 0.211, atom 9 (C): -0.609, atom 10 (C): -0.618, atom 11 (H): 0.198, atom 12 (H): 0.203, atom 13 (H): 0.208, atom 14 (H): 0.209, atom 15 (H): 0.201, atom 16 (H): 0.208

***

(6)
C8H16N3OS2 | ωB97M-V/def2-TZVPD

Properties
HOMO energy	-11.0	eV
LUMO energy	-3.50	eV
structure (SMILES)	CC1=C([NH3+])S[C@H](S)N1N1CCOCC1
relative energy (zero: lowest compared OMol25 entry of this formula, charge and spin)	43.7	kcal/mol
calculated total energy	-1349.84843	hartree
frontier orbital gap	7.528	eV

The geometry in ORCA input format:
```
! wB97M-V def2-TZVPD RIJCOSX def2/J DEFGRID3
* xyz 1 1
C -1.08 -0.97 0.00
C -2.88 -0.93 0.08
C 1.34 0.48 -0.93
C 1.53 1.05 1.32
C 2.77 -0.02 -0.99
C 3.01 0.53 1.18
C -1.44 1.18 0.96
C -0.38 -2.22 -0.27
N -0.57 0.12 0.44
N 0.85 0.20 0.43
N -3.66 -1.09 -1.11
O 3.63 0.60 -0.07
S -3.16 0.77 0.54
S -1.09 2.88 0.17
H 1.26 1.62 -0.94
H 0.61 0.16 -1.64
H 1.27 0.81 2.39
H 1.38 2.17 1.32
H 2.88 -1.10 -0.93
H 3.19 0.28 -1.93
H 3.65 1.01 1.95
H 2.72 -0.52 1.46
H -1.29 1.11 2.00
H -0.86 -3.03 0.29
H 0.62 -2.07 0.20
H -0.23 -2.58 -1.34
H -3.65 -0.26 -1.76
H -4.59 -1.22 -0.81
H -3.54 -1.93 -1.52
H -2.29 3.01 -0.51
*
```

Charges obtained by natural (NBO) population analysis, quoted in units of e: atom 1 (C): 0.447, atom 2 (C): -0.375, atom 3 (C): -0.266, atom 4 (C): -0.292, atom 5 (C): -0.097, atom 6 (C): -0.066, atom 7 (C): -0.275, atom 8 (C): -0.752, atom 9 (N): -0.218, atom 10 (N): -0.282, atom 11 (N): -0.685, atom 12 (O): -0.479, atom 13 (S): 0.223, atom 14 (S): -0.020, atom 15 (H): 0.215, atom 16 (H): 0.221, atom 17 (H): 0.224, atom 18 (H): 0.209, atom 19 (H): 0.185, atom 20 (H): 0.217, atom 21 (H): 0.221, atom 22 (H): 0.164, atom 23 (H): 0.232, atom 24 (H): 0.285, atom 25 (H): 0.267, atom 26 (H): 0.276, atom 27 (H): 0.392, atom 28 (H): 0.435, atom 29 (H): 0.426, atom 30 (H): 0.168